1.
{
  "formula": "C36H29F10InN7OS2",
  "method": "ωB97M-V/def2-TZVPD",
  "species": ["In", "C", "N", "C", "C", "N", "C", "C", "F", "C", "F", "C", "F", "C", "F", "C", "F", "C", "C", "N", "C", "C", "F", "C", "F", "C", "F", "C", "F", "C", "F", "H", "H", "H", "H", "H", "H", "H", "H", "H", "H", "H", "S", "C", "C", "C", "C", "N", "C", "C", "C", "S", "C", "N", "H", "H", "C", "C", "C", "N", "C", "C", "H", "H", "H", "H", "H", "O", "C", "C", "C", "C", "C", "C", "N", "H", "H", "H", "H", "H", "H", "H", "H", "H", "H", "H"],
  "xyz": [[0.0541, -0.4925, -0.3838], [1.9267, 1.6038, 1.7413], [1.7020, 1.7481, 0.3143], [2.9556, 1.6075, -0.4171], [2.7775, 1.2268, -1.8873], [2.1788, -0.0811, -1.9582], [1.9560, -0.6443, -3.1177], [2.1984, -0.1296, -4.4353], [2.7822, 1.0921, -4.6033], [1.8639, -0.8053, -5.5864], [2.1056, -0.2354, -6.7877], [1.2813, -2.0689, -5.5397], [0.9513, -2.7363, -6.6745], [1.0560, -2.6334, -4.2865], [0.4894, -3.8598, -4.1881], [1.3986, -1.9592, -3.1454], [1.1746, -2.5878, -1.9473], [1.0641, 3.0130, -0.0031], [-0.3805, 3.1300, 0.4954], [-1.3097, 2.2395, -0.1466], [-2.0485, 2.5314, -1.2354], [-3.2349, 1.7958, -1.0511], [-4.1218, 0.0724, 0.6680], [-4.2360, 1.7577, -1.9849], [-5.3785, 1.0823, -1.8040], [-4.0634, 2.5162, -3.1492], [-5.0335, 2.5485, -4.0861], [-2.8980, 3.2517, -3.3497], [-2.7590, 3.9511, -4.4883], [-1.8821, 3.2778, -2.4003], [-0.7697, 4.0081, -2.6332], [2.4671, 2.4632, 2.1673], [2.5018, 0.6977, 1.9184], [0.9776, 1.4827, 2.2563], [3.5133, 0.7903, 0.0426], [3.5618, 2.5291, -0.3494], [3.7775, 1.2234, -2.3489], [2.1729, 1.9780, -2.4123], [1.0572, 3.1347, -1.0881], [1.6357, 3.8557, 0.4325], [-0.6972, 4.1712, 0.3436], [-0.4298, 2.9257, 1.5680], [-1.4915, 0.3250, 2.8208], [-2.5183, 1.6642, 2.9336], [-2.8308, 2.3486, 4.1169], [-3.6830, 3.4363, 4.0719], [-4.0378, 4.0808, 5.2782], [-4.3233, 4.5883, 6.2668], [-4.2285, 3.8927, 2.8446], [-3.9251, 3.2048, 1.6588], [-3.1188, 2.1061, 1.7330], [-2.6395, 0.9814, 0.4360], [-5.0977, 4.9908, 2.8110], [-5.8137, 5.8901, 2.7620], [-2.4116, 2.0100, 5.0535], [-4.3439, 3.5340, 0.7183], [2.6310, -4.9473, 1.4601], [1.3144, -4.9157, 1.0312], [0.7059, -3.6837, 0.8533], [1.3283, -2.5402, 1.0748], [2.5908, -2.5699, 1.4560], [3.2891, -3.7473, 1.6688], [3.1374, -5.8902, 1.6167], [0.7755, -5.8286, 0.8318], [-0.3156, -3.5970, 0.5093], [3.0577, -1.6049, 1.5949], [4.3208, -3.7234, 1.9831], [-2.0053, -2.1240, -1.2276], [-2.7913, -3.0141, -0.9180], [-3.4948, -2.9612, 0.4119], [-4.1756, -4.2319, 0.9071], [-5.5039, -4.5017, 0.1991], [-5.3636, -4.4464, -1.3238], [-4.0367, -5.0233, -1.8149], [-2.9782, -4.0359, -1.7727], [-4.2153, -2.1420, 0.3631], [-2.7295, -2.6429, 1.1259], [-4.3715, -4.1324, 1.9771], [-3.4995, -5.0803, 0.7865], [-6.2377, -3.7550, 0.5140], [-5.8797, -5.4860, 0.4981], [-5.4273, -3.4111, -1.6603], [-6.1812, -4.9993, -1.7892], [-4.1456, -5.3338, -2.8557], [-3.7666, -5.9100, -1.2294], [-2.4117, -3.9454, -2.6058]],
  "forces_ev_per_a": [[0.60, 0.28, -0.15], [-0.20, 0.00, 0.05], [0.13, -0.04, -0.06], [0.14, -0.09, -0.53], [0.01, -0.04, 0.15], [-0.23, 0.13, 1.30], [-0.03, -0.35, -1.08], [0.00, 0.03, 0.30], [-0.13, -0.21, 0.02], [-0.17, -0.43, -0.29], [-0.06, -0.17, 0.31], [0.03, 0.02, -0.03], [0.04, 0.15, 0.20], [-0.10, -0.14, -0.26], [0.16, 0.29, -0.12], [-0.04, -0.01, 0.24], [0.12, 0.21, -0.48], [-0.39, 0.04, 0.01], [0.17, 0.13, 0.13], [0.41, -0.30, 0.02], [-0.59, 0.26, -0.67], [0.57, 0.08, 0.12], [-0.15, 0.19, -0.10], [-0.23, 0.01, -0.18], [0.29, 0.14, -0.17], [-0.15, -0.17, 0.03], [0.18, 0.00, 0.18], [-0.02, 0.01, -0.03], [-0.07, -0.18, 0.37], [0.04, 0.04, 0.10], [-0.18, -0.13, 0.02], [0.08, 0.00, 0.02], [0.07, -0.03, 0.06], [-0.06, 0.05, 0.15], [0.08, 0.03, 0.04], [-0.02, -0.04, 0.10], [-0.10, 0.21, 0.07], [0.15, 0.13, 0.02], [0.04, 0.05, 0.08], [0.02, -0.05, -0.07], [0.02, -0.04, 0.09], [0.03, 0.08, 0.01], [0.77, -0.59, 0.65], [-0.16, -0.01, -0.17], [-0.15, 0.20, -0.17], [0.05, -0.32, -1.05], [-0.15, 0.38, 0.60], [-0.05, 0.11, 0.24], [0.77, -1.00, 0.11], [-0.21, 0.14, 0.15], [0.28, -0.35, 0.51], [-0.85, 0.58, -0.65], [-0.61, 0.84, -0.08], [-0.06, 0.08, 0.00], [-0.02, 0.02, 0.01], [-0.08, 0.01, -0.03], [-0.03, 0.05, -0.06], [0.00, -0.05, 0.03], [-0.09, -0.33, 0.01], [-0.17, 0.39, -0.13], [0.35, -0.02, 0.14], [0.02, -0.02, 0.02], [0.02, -0.02, -0.01], [-0.10, -0.06, -0.01], [-0.15, -0.08, -0.07], [0.15, 0.07, 0.04], [0.09, 0.03, 0.03], [-0.04, -0.01, -0.02], [0.15, 0.40, 0.09], [-0.13, -0.15, 0.26], [-0.20, 0.10, -0.01], [0.15, -0.10, -0.01], [-0.04, -0.23, 0.07], [-0.35, 0.01, 0.13], [0.28, -0.46, -0.60], [0.11, 0.10, 0.03], [-0.07, 0.13, -0.07], [0.11, -0.01, -0.01], [0.01, -0.09, 0.06], [-0.02, -0.08, 0.05], [-0.01, 0.08, 0.02], [-0.05, 0.01, -0.13], [-0.07, 0.08, -0.01], [0.11, 0.01, 0.07], [-0.07, -0.03, -0.12], [0.00, 0.06, 0.10]],
  "lowdin_charge": [0.96, -0.10, -0.27, -0.21, -0.25, -0.06, -0.26, -0.13, 0.05, -0.16, 0.09, -0.16, 0.06, -0.16, 0.08, -0.16, -0.01, -0.19, -0.17, -0.20, -0.27, -0.20, -0.40, -0.18, 0.11, -0.14, 0.09, -0.13, 0.11, -0.12, 0.09, 0.10, 0.07, 0.02, 0.11, 0.12, 0.12, 0.11, 0.11, 0.13, 0.13, 0.10, 0.58, -0.74, -0.04, -0.19, -0.19, 0.17, -0.19, 0.02, -0.38, 0.98, -0.21, 0.16, 0.12, 0.13, -0.07, -0.05, -0.15, 0.01, -0.13, -0.06, 0.10, 0.10, 0.09, 0.10, 0.10, -0.10, -0.49, -0.09, -0.20, -0.20, -0.18, -0.18, 0.09, 0.11, 0.12, 0.11, 0.11, 0.11, 0.11, 0.12, 0.11, 0.12, 0.11, 0.15],
  "relative_energy_kj_mol": 426.6,
  "total_charge": -1,
  "energy_ha": -3832.895321,
  "lumo_energy_ev": 2.04
}

=====

2.
{
  "formula": "C36H29IN8PPt",
  "method": "ωB97M-V/def2-TZVPD",
  "species": ["Pt", "C", "C", "N", "C", "C", "N", "C", "C", "C", "C", "C", "N", "C", "C", "N", "C", "C", "N", "C", "C", "C", "N", "C", "C", "H", "H", "H", "H", "H", "H", "H", "H", "H", "H", "H", "H", "N", "P", "C", "C", "C", "C", "C", "C", "C", "C", "C", "C", "C", "C", "C", "C", "C", "C", "C", "N", "H", "H", "H", "H", "H", "H", "H", "H", "H", "H", "H", "H", "H", "H", "H", "I", "C", "H", "H"],
  "xyz": [[0.3108, 1.0419, -0.9606], [1.6012, -2.5743, -3.3382], [1.6035, -1.3167, -2.7480], [0.5650, -0.9260, -2.0102], [-0.4823, -1.7397, -1.8488], [-0.4500, -2.9960, -2.4306], [0.5819, -3.4065, -3.1702], [-1.6048, -1.1955, -1.0793], [-2.8356, -1.7981, -0.9889], [-3.8736, -1.1984, -0.2676], [-3.5785, 0.0615, 0.2702], [-2.3331, 0.6182, 0.1216], [-1.3465, -0.0308, -0.4968], [-1.9715, 1.9570, 0.6043], [-2.8573, 2.8716, 1.1435], [-2.4700, 4.0905, 1.5270], [-1.1886, 4.4111, 1.3903], [-0.2844, 3.5189, 0.8311], [-0.6913, 2.3120, 0.4452], [-5.1905, -1.8376, -0.0965], [-5.4255, -3.1302, -0.5535], [-6.6753, -3.7014, -0.3573], [-7.6770, -3.0640, 0.2595], [-7.4504, -1.8202, 0.6985], [-6.2324, -1.1744, 0.5417], [2.4315, -2.9119, -3.9487], [2.4267, -0.6264, -2.8704], [-1.2634, -3.7003, -2.3021], [-2.9964, -2.7358, -1.4983], [-4.3349, 0.6092, 0.8103], [-3.9120, 2.6467, 1.2460], [-0.8778, 5.3965, 1.7186], [0.7609, 3.7678, 0.7025], [-4.6631, -3.7217, -1.0470], [-6.8805, -4.7071, -0.7042], [-8.2757, -1.3252, 1.1949], [-6.1369, -0.1660, 0.9259], [3.3019, 0.9500, -0.1820], [2.0677, -0.0400, 0.4333], [1.8863, 0.3170, 2.1829], [3.0286, 0.3535, 2.9925], [2.9001, 0.6209, 4.3443], [1.6400, 0.8407, 4.8965], [0.5042, 0.7810, 4.1020], [0.6263, 0.5197, 2.7428], [2.8200, -1.6560, 0.3499], [2.4111, -2.6174, 1.2786], [3.0581, -3.8406, 1.3288], [4.0989, -4.1142, 0.4496], [4.4900, -3.1714, -0.4937], [3.8423, -1.9472, -0.5610], [3.0726, 2.1452, -0.8113], [4.0892, 3.0849, -0.9800], [3.8104, 4.2778, -1.6006], [2.5092, 4.5348, -2.0508], [1.5594, 3.5776, -1.8772], [1.8267, 2.3795, -1.2765], [4.2612, 0.7490, 0.0632], [4.0124, 0.1578, 2.5788], [3.7801, 0.6465, 4.9746], [1.5463, 1.0448, 5.9552], [-0.4748, 0.9282, 4.5436], [-0.2574, 0.4468, 2.1228], [1.6119, -2.4006, 1.9796], [2.7607, -4.5785, 2.0624], [4.6044, -5.0703, 0.4945], [5.3030, -3.3889, -1.1747], [4.1451, -1.2273, -1.3129], [5.0821, 2.8616, -0.6115], [4.5928, 5.0153, -1.7326], [2.2498, 5.4630, -2.5423], [0.5481, 3.7346, -2.2226], [-2.0941, 3.0236, -2.6981], [-0.6262, 1.5470, -2.8117], [0.1777, 1.9053, -3.4494], [-1.0882, 0.6480, -3.2007]],
  "forces_ev_per_a": [[-0.92, -2.93, 0.62], [-0.23, -0.16, 0.08], [0.02, 0.17, 0.03], [0.90, 1.88, -0.19], [-0.30, -0.10, 0.11], [0.45, -0.35, -0.35], [-0.22, 0.12, 0.20], [0.13, -0.86, -0.37], [-0.15, -0.23, 0.00], [0.00, 0.06, 0.03], [-0.24, -0.09, 0.15], [-0.45, 0.60, 0.53], [0.47, 0.63, -0.56], [-0.30, -0.28, -0.02], [0.07, 0.68, 0.41], [-0.09, -0.36, -0.15], [-0.27, -0.18, 0.14], [0.31, -0.01, 0.09], [1.15, 0.26, -1.64], [0.19, 0.08, -0.05], [0.01, -0.25, -0.08], [-0.29, 0.34, 0.24], [0.39, 0.20, -0.06], [0.02, -0.49, -0.22], [-0.19, 0.16, 0.14], [-0.03, 0.06, 0.02], [-0.05, 0.01, -0.02], [0.03, 0.04, -0.01], [0.01, 0.02, 0.03], [0.03, -0.01, -0.01], [0.05, -0.01, 0.04], [0.02, -0.05, -0.04], [-0.08, 0.00, -0.05], [-0.10, 0.04, 0.05], [-0.02, 0.03, 0.02], [-0.01, -0.02, -0.01], [-0.04, -0.09, -0.04], [-0.03, -0.19, -0.21], [-0.17, 0.81, 1.14], [0.18, -0.06, 0.03], [-0.14, -0.01, 0.08], [0.03, 0.01, 0.01], [0.04, -0.02, -0.02], [-0.08, -0.02, -0.04], [0.13, -0.02, 0.06], [-0.14, -0.14, -0.25], [-0.01, 0.00, 0.06], [-0.06, -0.05, -0.02], [0.00, -0.02, -0.03], [-0.04, 0.01, -0.07], [0.02, -0.09, 0.03], [-0.21, 0.03, -0.09], [0.10, 0.08, 0.00], [0.02, 0.03, -0.03], [0.19, 0.17, -0.04], [0.01, -0.28, -0.03], [0.28, 0.21, -0.36], [0.08, 0.05, 0.06], [-0.03, 0.01, 0.01], [-0.04, 0.02, -0.02], [0.01, 0.00, -0.02], [0.07, -0.01, -0.03], [-0.04, -0.03, 0.03], [0.09, 0.00, 0.02], [-0.01, 0.02, -0.03], [0.01, 0.04, 0.03], [-0.03, 0.00, 0.01], [0.08, 0.01, 0.11], [-0.03, 0.02, 0.02], [-0.03, -0.03, 0.00], [0.02, -0.04, 0.04], [-0.04, -0.03, 0.06], [-0.46, 0.32, -0.18], [-0.09, 0.50, 0.71], [0.00, -0.13, -0.07], [0.04, -0.07, -0.05]],
  "lowdin_charge": [1.33, -0.04, -0.07, -0.02, -0.17, 0.01, 0.16, -0.18, 0.10, -0.06, 0.10, -0.21, -0.03, -0.25, -0.02, 0.16, -0.03, -0.05, -0.03, -0.17, 0.01, -0.08, 0.11, -0.08, 0.01, 0.14, 0.13, 0.14, 0.12, 0.12, 0.14, 0.14, 0.13, 0.11, 0.13, 0.13, 0.11, -0.08, 0.97, -0.37, -0.07, -0.03, -0.03, -0.05, -0.11, -0.36, -0.07, -0.03, -0.02, -0.04, -0.11, -0.34, 0.03, 0.02, -0.01, -0.14, -0.10, 0.13, 0.12, 0.13, 0.13, 0.12, 0.07, 0.12, 0.13, 0.13, 0.12, 0.10, 0.14, 0.14, 0.14, 0.03, 1.00, -0.78, -0.01, -0.02],
  "relative_energy_kj_mol": 122.5,
  "total_charge": 3,
  "energy_ha": -2584.775275,
  "lumo_energy_ev": -10.44
}

=====

3.
{
  "formula": "C36H29IN8PPt",
  "method": "ωB97M-V/def2-TZVPD",
  "species": ["Pt", "C", "C", "N", "C", "C", "N", "C", "C", "C", "C", "C", "N", "C", "C", "N", "C", "C", "N", "C", "C", "C", "N", "C", "C", "H", "H", "H", "H", "H", "H", "H", "H", "H", "H", "H", "H", "N", "P", "C", "C", "C", "C", "C", "C", "C", "C", "C", "C", "C", "C", "C", "C", "C", "C", "C", "N", "H", "H", "H", "H", "H", "H", "H", "H", "H", "H", "H", "H", "H", "H", "H", "I", "C", "H", "H"],
  "xyz": [[-0.2125, -0.2284, -0.0328], [2.8695, -1.5745, 2.9869], [2.1948, -1.4224, 1.7794], [1.2637, -0.4866, 1.6504], [0.9912, 0.3378, 2.6738], [1.6784, 0.1613, 3.8672], [2.5890, -0.7926, 4.0180], [0.0058, 1.3882, 2.4166], [-0.3495, 2.3708, 3.3147], [-1.2193, 3.4052, 2.9395], [-1.6610, 3.3736, 1.6081], [-1.3051, 2.3375, 0.7738], [-0.4982, 1.3587, 1.1843], [-1.7869, 2.1802, -0.5963], [-2.5206, 3.1325, -1.2954], [-2.9772, 2.9088, -2.5196], [-2.7079, 1.7484, -3.0986], [-1.9472, 0.7869, -2.4419], [-1.5076, 1.0109, -1.2076], [-1.6645, 4.4406, 3.8899], [-2.7084, 5.3052, 3.5709], [-3.1254, 6.2404, 4.5098], [-2.5701, 6.3323, 5.7141], [-1.5683, 5.5174, 6.0311], [-1.0815, 4.5623, 5.1483], [3.6350, -2.3295, 3.1186], [2.4137, -2.0494, 0.9243], [1.4942, 0.7919, 4.7282], [0.0538, 2.3372, 4.3149], [-2.2871, 4.1656, 1.2292], [-2.7374, 4.1044, -0.8697], [-3.0952, 1.5774, -4.0953], [-1.7016, -0.1560, -2.9099], [-3.2285, 5.2689, 2.6228], [-3.9263, 6.9333, 4.2844], [-1.1382, 5.6325, 7.0180], [-0.2502, 3.9489, 5.4702], [-1.2778, -3.0902, 0.3438], [-1.4485, -1.7614, 1.3964], [-3.2011, -1.4779, 1.6283], [-3.8070, -0.3278, 1.1242], [-5.1700, -0.1302, 1.2910], [-5.9284, -1.0840, 1.9551], [-5.3269, -2.2308, 2.4644], [-3.9664, -2.4318, 2.3097], [-0.8556, -2.4212, 2.9543], [0.0006, -3.5245, 3.0002], [0.3832, -4.0465, 4.2279], [-0.0563, -3.4538, 5.4043], [-0.8744, -2.3297, 5.3614], [-1.2716, -1.8080, 4.1420], [-0.8832, -2.9666, -0.9625], [-1.1044, -4.0022, -1.8758], [-0.7330, -3.8431, -3.1862], [-0.1358, -2.6409, -3.5879], [0.0863, -1.6786, -2.6503], [-0.2633, -1.8246, -1.3403], [-1.6744, -3.9831, 0.6043], [-3.2119, 0.4092, 0.6031], [-5.6410, 0.7635, 0.9017], [-6.9934, -0.9359, 2.0787], [-5.9194, -2.9687, 2.9889], [-3.5024, -3.3198, 2.7237], [0.3572, -3.9858, 2.0868], [1.0183, -4.9223, 4.2654], [0.2329, -3.8743, 6.3585], [-1.2133, -1.8729, 6.2820], [-1.9267, -0.9433, 4.1085], [-1.5887, -4.9098, -1.5395], [-0.9006, -4.6385, -3.9011], [0.1497, -2.4682, -4.6158], [0.5838, -0.7585, -2.9182], [2.3767, 2.3026, -0.1456], [1.3425, 0.7705, -1.1301], [2.0554, -0.0259, -1.3315], [0.9397, 1.2048, -2.0390]],
  "forces_ev_per_a": [[0.64, 2.15, 1.29], [-0.15, 0.31, 0.06], [0.14, -0.16, -0.19], [-0.57, -0.56, -1.46], [0.16, -0.08, 0.23], [0.15, -0.18, -0.05], [0.04, 0.02, 0.15], [0.34, -0.01, 0.46], [-0.01, 0.11, 0.05], [0.01, -0.17, -0.07], [0.05, 0.11, 0.07], [-0.32, 0.40, -0.16], [-0.10, -0.53, -0.18], [-0.17, 0.15, -0.24], [-0.02, -0.11, -0.19], [-0.06, 0.14, -0.07], [0.05, 0.15, 0.30], [-0.08, -0.19, -0.14], [0.62, -1.04, 0.32], [0.03, -0.07, -0.06], [-0.18, 0.14, -0.08], [0.33, -0.24, 0.12], [-0.06, 0.18, 0.13], [-0.19, 0.02, -0.37], [0.13, -0.01, 0.22], [-0.02, 0.00, -0.05], [-0.08, 0.00, 0.01], [-0.02, 0.00, -0.03], [0.00, -0.01, -0.02], [-0.04, -0.03, -0.01], [0.00, -0.03, 0.04], [0.03, -0.04, 0.00], [-0.07, 0.04, 0.05], [0.02, -0.01, 0.03], [-0.02, -0.01, 0.03], [-0.01, 0.01, 0.00], [-0.01, 0.03, -0.03], [0.20, 0.15, -0.03], [-1.04, -0.45, -0.37], [0.07, 0.03, 0.14], [-0.03, -0.10, 0.05], [0.03, 0.05, -0.05], [0.02, -0.01, 0.00], [0.00, -0.08, 0.01], [-0.03, 0.10, -0.03], [0.25, 0.24, 0.04], [-0.02, 0.01, 0.04], [0.02, 0.00, -0.02], [-0.01, -0.02, -0.02], [0.02, 0.05, 0.02], [-0.05, -0.02, -0.03], [0.10, 0.05, 0.04], [-0.02, -0.07, -0.08], [0.04, 0.02, 0.02], [-0.03, -0.10, -0.08], [0.27, -0.04, 0.09], [0.00, -0.16, -0.02], [-0.07, -0.04, -0.01], [-0.04, 0.03, 0.00], [-0.01, -0.03, 0.01], [0.02, 0.00, 0.01], [-0.02, 0.02, -0.02], [-0.02, 0.01, 0.02], [-0.05, -0.04, 0.03], [-0.01, 0.02, 0.00], [0.00, 0.02, -0.01], [0.00, 0.00, -0.02], [-0.05, -0.06, 0.04], [0.01, 0.03, 0.01], [-0.03, 0.02, 0.01], [0.07, -0.02, 0.03], [-0.01, 0.01, 0.05], [0.09, 0.18, 0.05], [-0.22, -0.14, 0.12], [-0.03, 0.00, -0.10], [0.01, -0.11, -0.08]],
  "lowdin_charge": [1.32, -0.04, -0.06, -0.03, -0.22, -0.01, 0.16, -0.23, 0.10, -0.06, 0.10, -0.21, -0.08, -0.18, 0.01, 0.16, -0.02, -0.04, -0.01, -0.17, 0.01, -0.09, 0.11, -0.09, 0.01, 0.14, 0.14, 0.14, 0.12, 0.12, 0.14, 0.14, 0.11, 0.11, 0.13, 0.13, 0.11, -0.08, 0.96, -0.36, -0.09, -0.05, -0.02, -0.03, -0.07, -0.37, -0.09, -0.04, -0.02, -0.04, -0.09, -0.34, 0.03, 0.02, -0.01, -0.14, -0.09, 0.14, 0.06, 0.12, 0.13, 0.13, 0.12, 0.11, 0.13, 0.13, 0.12, 0.12, 0.14, 0.14, 0.14, 0.10, 0.97, -0.79, -0.02, -0.03],
  "relative_energy_kj_mol": 91.8,
  "total_charge": 3,
  "energy_ha": -2584.786971,
  "lumo_energy_ev": [-10.28, -10.28]
}